12
Properties=species:S:1:pos:R:3:forces:R:3 method="wB97M-V/def2-TZVPD" relative_energy_ev=2.816 e_lumo_ev="0.489 / 0.490" gap_ha="0.3020 / 0.3020" total_charge=0 largest_force_ha_per_bohr=0.008 energy_ev=-9707.767
N 2.2699 -0.4553 -0.1118 0.0 0.1 -0.1
C 1.3666 0.5126 -0.1513 0.2 -0.2 0.2
N 0.4611 0.5216 0.8353 -0.3 0.0 -0.2
C -0.7977 0.3758 0.7049 0.4 0.0 -0.1
O -1.6740 0.6878 1.6951 0.2 0.1 0.1
C -1.4088 -0.0359 -0.5615 0.2 -0.1 -0.2
N -0.6322 -0.4660 -1.4774 -0.4 0.1 0.1
H 2.2259 -1.2638 0.5022 -0.1 0.1 0.0
H 2.9759 -0.4741 -0.8294 -0.1 0.0 0.1
H -1.1599 1.0971 2.4069 -0.1 -0.1 -0.1
H -2.4891 0.1115 -0.6617 0.1 0.0 0.0
H -1.1377 -0.6113 -2.3512 0.0 0.0 0.1